Entry 1:
91
Properties=species:S:1:pos:R:3 method="wB97M-V/def2-TZVPD" e_lumo_ev=-0.27 orbital_gap_ev=7.929 smiles="NCCCCB[PH2]=S.OCCO.OCCO.OCCO.OCCO.OCCO.OCCO.OCCO" multiplicity=1 total_energy_ev=-70509.72517
N -2.21941 3.67795 -0.15651
C -1.46594 2.61219 0.52524
C -0.83942 3.08083 1.84181
C 0.47785 2.36794 2.15699
C 1.77189 2.97829 1.54207
B 1.59348 3.34920 0.04923
P 1.17498 5.12852 -0.57393
S 2.31358 5.55719 -2.12467
H -3.13621 3.78865 0.25896
H -2.36625 3.43913 -1.12951
H -0.68722 2.26247 -0.16484
H -2.11148 1.75245 0.72399
H -1.53603 2.87497 2.65896
H -0.72636 4.16918 1.81609
H 0.40129 1.32107 1.85073
H 0.62036 2.34606 3.23883
H 2.08414 3.83201 2.15059
H 2.54270 2.20734 1.60528
H 1.77252 2.54773 -0.81403
H 1.38663 5.98156 0.52459
H -0.21183 5.21361 -0.75831
O -3.16809 -3.13549 -0.22071
C -2.02023 -2.35937 -0.55075
C -2.36480 -0.88546 -0.56999
O -2.92803 -0.50341 0.67730
H -3.77534 -3.11962 -0.97090
H -1.29800 -2.54000 0.24739
H -1.57728 -2.68490 -1.49686
H -1.46762 -0.28639 -0.72887
H -3.07131 -0.66575 -1.38257
H -3.54446 -1.20755 0.92783
O -2.40563 -2.51542 3.32191
C -1.12305 -2.33391 3.91829
C -0.06352 -2.30183 2.84056
O -0.35606 -1.27311 1.89765
H -2.46837 -3.41773 2.99120
H -1.16481 -1.36545 4.41824
H -0.91341 -3.10564 4.66538
H 0.91440 -2.08457 3.27229
H -0.00769 -3.27043 2.33102
H -1.31303 -1.30197 1.75717
O 2.86239 3.10869 -4.54664
C 3.91379 2.58554 -5.34651
C 5.01275 3.61630 -5.49404
O 5.47850 4.04092 -4.22801
H 2.39416 3.79512 -5.03275
H 4.29573 1.72448 -4.79650
H 3.55742 2.24636 -6.32507
H 5.86149 3.19256 -6.03350
H 4.63737 4.47454 -6.06960
H 4.69666 4.16580 -3.67139
O -4.21336 0.30748 3.04248
C -3.86028 0.26113 4.41761
C -3.14687 1.53057 4.82742
O -3.95442 2.67032 4.59396
H -3.39710 0.24234 2.52964
H -4.79068 0.15672 4.97650
H -3.23355 -0.61168 4.61065
H -2.90596 1.51012 5.89141
H -2.20345 1.61100 4.26678
H -4.40486 2.51095 3.75502
O 1.27786 -4.75182 0.81117
C 2.02953 -5.78618 1.44789
C 3.32227 -6.04064 0.70510
O 4.10572 -4.86717 0.62012
H 0.93713 -5.09298 -0.02238
H 2.24733 -5.41444 2.44943
H 1.44332 -6.70631 1.53338
H 3.91507 -6.79070 1.23034
H 3.09851 -6.42767 -0.29935
H 3.50213 -4.13864 0.43031
O -5.40942 -2.96278 -2.25816
C -6.15497 -2.86195 -3.47846
C -5.41135 -2.02096 -4.49096
O -4.13554 -2.56076 -4.77927
H -5.46010 -2.10460 -1.82042
H -6.26016 -3.88299 -3.84273
H -7.14927 -2.45075 -3.28672
H -5.96760 -1.98773 -5.42828
H -5.31746 -0.99179 -4.11602
H -3.76473 -2.87228 -3.94586
O 4.45478 1.44245 0.29156
C 4.85159 0.40060 -0.60139
C 6.29692 0.57053 -1.01321
O 7.15414 0.57918 0.11335
H 4.41300 2.26219 -0.21469
H 4.73034 -0.52646 -0.04089
H 4.20105 0.37093 -1.48128
H 6.60486 -0.26042 -1.64958
H 6.40869 1.49941 -1.58932
H 6.71367 1.10512 0.79169

Entry 2:
114
Properties=species:S:1:pos:R:3 method="wB97M-V/def2-TZVPD" e_lumo_ev=-3.14 orbital_gap_ev=7.574 total_charge=+1 multiplicity=1 total_energy_ev=-101728.64958
O 6.79318 3.11931 0.78944
P 5.45652 2.55752 0.81271
O 4.53662 3.06497 2.00403
O 4.57946 2.89536 -0.47566
C 5.51326 0.70676 1.01491
C 5.75688 0.08348 -0.37735
N 4.99714 -1.20463 -0.53961
C 4.93926 -1.86879 0.78184
C 4.00509 -1.03981 1.64952
F 4.22939 -1.48272 2.93666
C 2.54712 -1.33335 1.32770
C 1.53534 -0.27280 1.80093
O 0.58635 -0.02525 0.77174
C 1.08977 0.79332 -0.21773
C -0.04286 1.42050 -1.02597
F 0.44509 1.83124 -2.21417
F -0.59379 2.45684 -0.36398
F -1.01476 0.49783 -1.22314
O 4.28601 0.32364 1.62430
H 4.70338 2.54069 2.79586
H 3.89993 2.21400 -0.55524
H 6.38342 0.51684 1.63793
H 5.53037 0.72285 -1.22313
H 6.80894 -0.17033 -0.43395
H 5.40269 -1.82303 -1.26807
H 4.06044 -0.95792 -0.85734
H 5.93949 -1.92674 1.19617
H 4.58840 -2.88938 0.70466
H 2.31145 -2.26039 1.83924
H 2.41048 -1.55531 0.27175
H 1.99739 0.67886 2.05596
H 1.01322 -0.63173 2.67574
H 1.72914 0.27133 -0.94624
H 1.68414 1.62527 0.17614
C -1.74024 -0.89480 -5.16795
O -2.18048 -1.48073 -6.13474
N -1.98576 -1.29498 -3.87909
N -0.96622 0.23565 -5.27359
H -1.62977 -0.81229 -3.07620
H -2.55559 -2.11257 -3.74710
H -0.76013 0.56907 -6.20170
H -0.59836 0.73501 -4.48519
C 5.64553 -4.64119 -2.64667
O 5.83518 -3.83132 -1.72766
N 5.61692 -4.25473 -3.95229
N 5.45978 -5.95297 -2.41208
H 5.46832 -4.89141 -4.71217
H 5.76088 -3.28495 -4.15610
H 5.47666 -6.27687 -1.45504
H 5.30747 -6.62655 -3.13831
C 3.94850 -8.60460 0.20324
O 4.99573 -8.13950 -0.23469
N 3.30348 -9.64078 -0.40278
N 3.34732 -8.12998 1.32892
H 2.44704 -10.03487 -0.06031
H 3.71886 -10.02060 -1.23194
H 3.79516 -7.37163 1.80544
H 2.48885 -8.50263 1.70038
C -5.43063 1.40520 -4.06989
O -6.16486 2.13032 -3.42266
N -4.26248 0.89786 -3.57578
N -5.71342 1.02349 -5.35600
H -3.65793 0.29120 -4.09788
H -4.01262 1.14547 -2.63665
H -6.56637 1.36386 -5.75880
H -5.11999 0.42468 -5.90309
C -1.59831 5.03048 2.03247
O -0.92820 4.13302 2.52762
N -2.19538 6.00257 2.76998
N -1.79314 5.11434 0.67531
H -2.74250 6.73507 2.36095
H -2.07724 5.97861 3.78086
H -1.36194 4.40985 0.11223
H -2.33282 5.83199 0.23204
C -7.55307 -2.27223 -3.47960
O -6.53120 -2.93997 -3.46057
N -8.79632 -2.83344 -3.36542
N -7.53247 -0.91437 -3.61622
H -9.64698 -2.30521 -3.37799
H -8.84158 -3.82923 -3.26446
H -6.63446 -0.48255 -3.70172
H -8.35181 -0.33819 -3.63312
C -1.92766 5.29478 6.54056
O -2.02784 6.07128 5.59598
N -0.73936 5.06835 7.16430
N -2.99581 4.61312 7.03174
H -0.63098 4.44398 7.93995
H 0.06241 5.56075 6.81789
H -3.88259 4.76813 6.59019
H -2.94071 3.97773 7.80408
C 0.81754 -9.14528 4.17758
O 0.47740 -9.02122 3.00866
N 0.10071 -8.60067 5.20190
N 1.93578 -9.83781 4.54894
H 0.35448 -8.69061 6.16680
H -0.72783 -8.09032 4.96096
H 2.48339 -10.25635 3.82120
H 2.22695 -9.95149 5.50087
C -3.71451 9.49922 7.48639
O -3.52229 9.51336 8.68914
N -2.98108 8.72162 6.63527
N -4.68547 10.26291 6.89132
H -3.12191 8.68966 5.64494
H -2.26498 8.14861 7.03623
H -5.24050 10.84406 7.48976
H -4.86189 10.26808 5.90587
C -2.13156 3.40917 -7.47759
O -1.00166 3.10576 -7.82779
N -2.81075 4.46574 -8.01340
N -2.79581 2.70362 -6.51483
H -3.73723 4.72758 -7.73722
H -2.34371 4.99848 -8.72244
H -2.30673 1.92437 -6.11785
H -3.72245 2.91461 -6.19314

Entry 3:
94
Properties=species:S:1:pos:R:3 method="wB97M-V/def2-TZVPD" e_lumo_ev="-4.28 / -4.49" orbital_gap_ev="6.393 / 6.190" total_charge=+1 de_lowest_ev=4.758 multiplicity=5 total_energy_ev=-89315.18591
Fe -1.25528 -2.93197 0.45188
C 1.09629 0.94670 -0.46531
C 0.24792 -0.11205 0.27635
C -1.02766 0.61266 0.79993
O -0.02368 -1.35676 -0.38894
H 1.73505 1.50225 0.22131
H 0.48974 1.60126 -1.09121
H 1.78975 0.47903 -1.16424
H 0.86452 -0.24471 1.16533
H -0.66473 1.49139 1.33304
H -1.45064 -0.01518 1.58413
H -1.79544 0.96861 0.11297
C 4.66770 -1.05156 -1.65939
O 4.45752 -0.00238 -1.07086
N 5.77979 -1.75919 -1.65545
N 3.86945 -1.63685 -2.54023
H 5.77287 -2.55236 -2.28070
H 6.64804 -1.32425 -1.37785
H 3.08407 -1.14501 -2.94194
H 4.11880 -2.60821 -2.66013
C -0.21123 -2.80200 -3.83838
O -0.41460 -3.29758 -4.87963
N 0.20222 -3.46256 -2.76939
N -0.50959 -1.62263 -3.42741
H 0.05526 -4.45319 -2.63837
H 0.48033 -2.86656 -2.00288
H -0.43742 -0.91761 -4.14702
H -0.40242 -1.44518 -2.43891
C 4.72830 0.97477 2.39397
O 4.85781 1.48677 3.52126
N 4.77057 1.67826 1.28556
N 4.51997 -0.20972 2.05324
H 4.61794 1.40264 0.32595
H 5.02483 2.64892 1.40085
H 4.33852 -0.20814 1.05967
H 4.31439 -0.95577 2.70227
C -3.04085 -2.27351 3.02432
O -2.19995 -2.49655 2.15894
N -3.80435 -1.21196 3.12814
N -3.06595 -3.16367 3.99600
H -4.34391 -1.07340 3.97062
H -3.74602 -0.49257 2.42162
H -2.44504 -3.95998 4.01735
H -3.66022 -2.97371 4.79028
C -3.76704 -1.36497 -1.02129
O -2.91361 -1.89685 -0.36054
N -3.50307 -0.89605 -2.22231
N -4.97331 -1.43686 -0.77908
H -4.16489 -0.36385 -2.76898
H -2.58929 -1.01920 -2.63456
H -5.46979 -1.19564 -1.62489
H -5.24578 -1.90413 0.07387
C -4.82727 1.67133 0.89156
C -4.15958 2.11969 2.18095
O -4.94356 1.73931 3.30564
H -5.35909 2.49549 0.41612
H -5.50781 0.84078 1.07905
H -4.02432 1.38562 0.21205
H -3.92642 3.18262 2.11831
H -3.19148 1.65013 2.35534
H -4.44951 2.14776 4.02027
C -1.91577 2.57402 -3.03083
C -2.47267 1.86373 -4.23652
O -3.81238 1.57723 -4.01662
H -1.67871 3.61578 -3.24682
H -1.03597 2.03866 -2.67387
H -2.57385 2.55043 -2.16224
H -1.99239 0.88559 -4.26215
H -2.31227 2.36999 -5.18840
H -4.25155 1.19452 -4.77968
C 1.92818 3.29545 -3.74396
C 3.31928 3.32657 -3.17222
C 3.39630 3.99949 -1.76324
O 3.82761 2.04721 -3.07507
H 1.40808 4.25313 -3.72288
H 1.37027 2.59067 -3.12743
H 1.94307 3.04729 -4.80524
H 3.93292 3.90470 -3.86311
H 4.45054 4.17339 -1.54775
H 2.87275 3.34132 -1.06984
H 2.84109 4.93697 -1.73202
H 3.54278 1.62814 -2.25968
C 1.18760 -0.86683 4.49463
C 0.98605 -2.12549 5.35090
C 0.55952 -3.38423 4.59693
O 2.13612 -2.49473 6.09333
H 0.36909 -0.83154 3.77567
H 1.96565 -0.88055 3.73137
H 1.29063 0.05825 5.06183
H 0.27473 -1.99042 6.16567
H 1.19182 -3.44390 3.71107
H -0.48663 -3.31014 4.30002
H 0.54365 -4.24121 5.27031
H 2.17762 -2.02510 6.92959

Entry 4:
86
Properties=species:S:1:pos:R:3 method="wB97M-V/def2-TZVPD" e_lumo_ev=-1.79 orbital_gap_ev=9.607 total_charge=+1 de_lowest_ev=3.785 multiplicity=1 total_energy_ev=-43935.01369
N -1.51482 0.35618 -0.49410
H -0.70101 0.94913 -0.41526
H -2.07944 0.80394 0.21359
H -1.15015 -0.51042 -0.12517
H -1.85942 0.33993 -1.44336
C -2.25793 -3.11140 -2.90625
C -0.87167 -2.67240 -3.54845
O 0.30134 -2.78848 -2.67108
O -2.65339 -2.21017 -1.88210
H -2.24212 -4.08473 -2.41587
H -2.85650 -3.23950 -3.80815
H -0.92577 -1.59830 -3.72588
H -0.62994 -3.21519 -4.46227
H 0.37014 -3.60612 -2.17276
H -3.53416 -2.37971 -1.53990
C 1.59516 1.14233 4.08377
C 0.32959 1.04275 3.15948
O 0.76074 1.13498 1.85322
O 2.15950 2.37637 3.90748
H 2.24107 0.29293 3.86144
H 1.44071 0.92271 5.14018
H -0.23843 1.92957 3.44052
H -0.34378 0.21807 3.39309
H 1.60194 1.59620 1.88876
H 3.02787 2.26593 4.30162
C 0.66888 -2.02481 0.60297
C 1.14575 -2.89462 1.84303
O 0.44965 -4.09518 1.93636
O -0.73433 -2.11641 0.53043
H 0.89643 -2.65257 -0.25857
H 1.12663 -1.04306 0.72429
H 0.94213 -2.24463 2.69400
H 2.19730 -3.14310 1.69951
H 0.95459 -4.74571 2.42977
H -0.97497 -3.01619 0.76300
C -0.61282 0.94836 -5.04685
C -0.87696 1.14614 -3.55940
C -0.32444 2.40069 -2.90667
O -0.37048 2.38191 -1.46193
C -0.13395 3.58122 -0.75858
N -2.28054 1.05492 -3.27604
H -0.57391 -0.13107 -5.19319
H 0.43567 1.16781 -5.24840
H -1.24673 1.32822 -5.84807
H -0.28834 0.42003 -2.99869
H -0.98325 3.18869 -3.27153
H 0.69888 2.56242 -3.24544
H -0.56983 3.47485 0.23479
H -0.49044 4.50142 -1.22146
H 0.94479 3.69103 -0.64743
H -2.75657 1.88089 -3.60963
H -2.53531 0.23753 -3.81182
C 6.40461 -2.03808 -0.37712
C 5.01729 -2.56581 -0.29397
C 3.92055 -1.92648 -1.26529
O 3.79463 -0.52164 -1.08827
C 2.71299 0.05711 -1.81867
N 5.26599 -3.91593 -0.74027
H 6.81347 -1.92316 -1.38098
H 7.15655 -2.59250 0.18440
H 6.37994 -1.07069 0.12452
H 4.78837 -2.55522 0.77167
H 2.94113 -2.33309 -1.01328
H 4.11812 -2.16720 -2.30986
H 2.98708 0.74123 -2.62176
H 2.19355 0.73242 -1.13878
H 2.08580 -0.63474 -2.38087
H 5.90396 -3.82372 -1.51782
H 4.33271 -4.10121 -1.07902
C -4.85021 2.61248 1.14969
C -3.50878 2.44139 1.98247
C -3.78082 2.70061 3.46783
O -2.56562 2.57543 4.28397
C -2.72752 2.42211 5.72076
N -3.02476 1.04818 1.81002
H -5.10981 3.65623 1.32657
H -5.60411 1.86975 1.41063
H -4.55738 2.41462 0.11857
H -2.76333 3.20166 1.74924
H -4.47258 1.91785 3.77903
H -4.30161 3.63762 3.66504
H -3.28970 1.48846 5.70187
H -3.34603 3.20818 6.15395
H -1.79799 2.35474 6.28604
H -3.58541 0.31122 2.21333
H -2.20887 0.96497 2.39951

Entry 5:
92
Properties=species:S:1:pos:R:3 method="wB97M-V/def2-TZVPD" e_lumo_ev=-0.87 orbital_gap_ev=8.253 multiplicity=1 total_energy_ev=-144961.06489
O 5.66134 -0.89251 -1.94758
P 5.12606 -1.01487 -3.29896
O 4.29411 0.20826 -3.85454
O 4.18223 -2.28033 -3.49615
Br 2.53967 -2.20644 -4.28261
O 6.24514 -1.21964 -4.42295
P 7.65082 -2.06684 -4.22033
O 8.36586 -1.29606 -5.46578
I 6.97158 -4.18372 -5.28281
H 4.67503 1.05268 -3.57048
H 9.29807 -1.53031 -5.53372
C -1.35923 -1.58152 -0.53624
C -0.26587 -2.32325 -1.27794
O -0.27763 -2.05834 -2.67823
H -2.34168 -1.83747 -0.93166
H -1.34185 -1.83147 0.52524
H -1.23119 -0.50046 -0.63460
H -0.40034 -3.40078 -1.18813
H 0.71613 -2.07548 -0.85890
H -0.15426 -1.11169 -2.80186
C 8.43768 1.12810 -7.91236
C 9.73968 1.37473 -8.64889
O 10.08640 0.30026 -9.51611
H 8.48753 0.20130 -7.34350
H 8.21862 1.94786 -7.22597
H 7.60523 1.04637 -8.61600
H 10.57006 1.45301 -7.94671
H 9.69325 2.31541 -9.20868
H 9.38409 0.19792 -10.16559
C -3.66147 -1.29954 4.07152
C -3.74698 -1.66530 2.60575
O -3.49809 -0.53391 1.76896
H -4.36843 -0.50026 4.29992
H -3.87710 -2.15909 4.70710
H -2.65942 -0.94830 4.32392
H -4.74847 -2.00863 2.34635
H -3.03900 -2.46762 2.37197
H -2.61709 -0.21083 1.98214
C -7.77791 -0.75630 0.69601
C -8.02896 0.44058 1.59270
O -7.02614 0.58137 2.59329
H -7.73275 -1.67125 1.28762
H -8.57178 -0.85902 -0.04532
H -6.82957 -0.64790 0.16479
H -8.96886 0.32758 2.13274
H -8.09513 1.35460 0.99236
H -6.17557 0.68913 2.14884
C -7.71014 3.75570 5.01915
C -6.45791 3.53570 4.19290
O -5.70658 2.41368 4.63540
H -7.45015 3.88712 6.07041
H -8.25104 4.64098 4.68118
H -8.37883 2.89533 4.94061
H -5.78735 4.39150 4.27814
H -6.72220 3.41886 3.13586
H -6.26939 1.63787 4.52015
C -6.53477 5.69444 9.39459
C -5.83928 6.13610 8.12150
O -6.45599 7.27525 7.53171
H -7.58457 5.47668 9.19613
H -6.06368 4.80018 9.80512
H -6.48902 6.47870 10.15424
H -5.89554 5.35241 7.36625
H -4.77934 6.33505 8.31341
H -6.41592 8.00048 8.16245
C 5.62682 2.38657 0.90249
C 5.20082 1.91907 -0.47326
O 5.35571 2.93814 -1.47431
H 5.05843 3.26690 1.20519
H 5.47159 1.59837 1.64019
H 6.68729 2.65032 0.91061
H 4.14032 1.66754 -0.48581
H 5.75891 1.03853 -0.78616
H 6.28759 3.17626 -1.50597
C -1.39658 -4.25813 6.91675
C -1.46941 -4.54871 5.43056
O -1.15478 -3.40880 4.63784
H -2.06853 -3.44032 7.17831
H -1.67444 -5.13857 7.49790
H -0.38302 -3.97074 7.20629
H -2.48357 -4.82682 5.14341
H -0.81132 -5.38515 5.17217
H -0.25592 -3.13487 4.84504
C 5.15005 -3.37102 -9.65502
C 4.36275 -4.38640 -8.84848
O 4.18863 -3.98375 -7.49656
H 6.12371 -3.19685 -9.19581
H 5.30090 -3.71872 -10.67831
H 4.61909 -2.41673 -9.69844
H 4.89969 -5.33388 -8.79963
H 3.39280 -4.57968 -9.32030
H 3.71031 -3.14863 -7.48647